[1]
{
  "formula": "C36H30Cl3N5O3PdS3Si",
  "method": "the ωB97M-V functional and the def2-TZVPD basis",
  "total_energy_ev": -132835.515,
  "homo_lumo_gap_ev": 3.376,
  "homo_energy_ev": -0.03,
  "total_charge": -2,
  "species": ["Pd", "N", "S", "N", "S", "N", "S", "N", "C", "C", "C", "C", "C", "C", "C", "C", "C", "C", "C", "C", "C", "C", "C", "C", "C", "C", "C", "C", "C", "C", "C", "C", "C", "C", "C", "C", "C", "C", "C", "C", "C", "C", "C", "C", "H", "H", "H", "H", "H", "H", "H", "H", "H", "H", "H", "H", "H", "H", "H", "H", "H", "H", "H", "H", "H", "H", "H", "H", "H", "H", "H", "H", "H", "H", "O", "N", "O", "O", "Cl", "Si", "Cl", "Cl"],
  "xyz": [[2.08554, -1.47237, -2.31934], [2.51212, -0.07856, -0.53016], [1.88528, 1.22320, -0.37191], [0.99952, 1.47967, 1.06154], [0.05004, 0.31540, 1.37715], [-1.04302, -0.04047, 0.38033], [-1.19569, -1.27175, -0.76394], [-0.23467, -1.62716, -1.77419], [-1.67423, -2.64781, 0.28804], [-2.65777, -2.58326, 1.26930], [-2.93395, -3.72066, 2.02000], [-2.22097, -4.89329, 1.78680], [-1.24451, -4.93653, 0.80224], [-0.97023, -3.80880, 0.03418], [-2.78056, -0.64234, -1.37288], [-3.09891, -1.11551, -2.63498], [-4.26133, -0.66817, -3.25443], [-5.08431, 0.24970, -2.61798], [-4.74864, 0.73093, -1.36106], [-3.58836, 0.28733, -0.73157], [0.85197, -1.11018, 2.10096], [1.22525, -2.17912, 1.29224], [1.88266, -3.25325, 1.88377], [2.16996, -3.24205, 3.23937], [1.81407, -2.15439, 4.03216], [1.15345, -1.07778, 3.46707], [-0.87072, 0.98888, 2.73932], [-0.82224, 2.33916, 2.97423], [-1.68131, 2.88747, 3.92957], [-2.56820, 2.07769, 4.60830], [-2.61096, 0.71635, 4.34444], [-1.75980, 0.16547, 3.39408], [2.99037, 2.62749, -0.25428], [3.70603, 2.86137, -1.42430], [4.70538, 3.82520, -1.40539], [4.98451, 4.52911, -0.23698], [4.27123, 4.26782, 0.92664], [3.26465, 3.30557, 0.92345], [0.67990, 1.97564, -1.54354], [0.34970, 1.32359, -2.71458], [-0.60046, 1.89173, -3.56118], [-1.19733, 3.09910, -3.24388], [-0.83832, 3.77031, -2.07288], [0.10219, 3.21167, -1.22186], [-3.19811, -1.65706, 1.44285], [-3.69772, -3.69096, 2.78885], [-2.43028, -5.77660, 2.38001], [-0.67696, -5.84205, 0.62691], [-0.19836, -3.81230, -0.73908], [-2.40828, -1.79792, -3.12430], [-4.51162, -1.02756, -4.24522], [-5.98249, 0.60547, -3.11123], [-5.38070, 1.46436, -0.87321], [-3.29094, 0.68027, 0.23257], [1.06949, -2.18404, 0.20904], [2.18571, -4.07906, 1.25129], [2.69507, -4.08266, 3.68119], [2.05519, -2.13961, 5.08810], [0.89927, -0.22331, 4.07897], [-0.11860, 2.94224, 2.41155], [-1.65177, 3.95132, 4.13017], [-3.23734, 2.50690, 5.34613], [-3.30806, 0.07837, 4.87453], [-1.78043, -0.89608, 3.17079], [3.49213, 2.28234, -2.32638], [5.27499, 4.01613, -2.30837], [5.76636, 5.28074, -0.23276], [4.50210, 4.80665, 1.84027], [2.70234, 3.07212, 1.82074], [0.82979, 0.38896, -2.96530], [-0.85681, 1.37567, -4.48019], [-1.93726, 3.53022, -3.91075], [-1.29029, 4.72655, -1.82820], [0.38322, 3.72567, -0.30883], [2.77603, 0.93311, -4.35438], [2.17707, 0.25576, -5.22977], [2.10108, 0.69341, -6.41059], [1.60776, -0.82479, -4.92228], [1.97724, -5.18474, -1.33392], [3.27279, -3.41287, -2.07445], [4.81779, -3.70801, -0.46339], [4.37326, -4.60306, -3.59524]],
  "forces_ev_per_angstrom": [[0.7124, -1.4548, 0.1774], [-0.3454, 0.5533, -0.2555], [-0.0790, 0.0125, 0.0810], [0.3227, 0.1803, -0.2519], [0.1526, 0.0046, 0.2576], [-0.1644, -0.3557, -0.1374], [-0.2306, 0.2807, 0.0568], [0.0497, 0.1109, -0.1691], [-0.2937, -0.0002, 0.0921], [-0.0021, -0.0679, -0.0027], [0.0458, 0.1616, -0.0705], [0.0139, 0.0127, -0.0106], [0.0441, 0.0033, -0.0610], [-0.0248, -0.2293, -0.0354], [-0.0253, 0.0247, 0.0200], [-0.1397, -0.0007, -0.1579], [0.1382, -0.1159, -0.0320], [-0.0382, 0.0036, -0.0464], [0.1701, -0.0560, 0.1498], [-0.1286, 0.0439, -0.0299], [0.1219, -0.0522, 0.0211], [0.0732, 0.1506, 0.0120], [0.0497, -0.0097, -0.0107], [0.0023, -0.0366, -0.0195], [-0.0467, -0.0140, -0.0810], [0.0943, -0.0560, -0.2332], [0.0553, -0.0681, -0.3311], [-0.0581, 0.6517, 0.3656], [0.3391, 0.1044, -0.3035], [-0.1901, 0.0250, 0.1919], [0.0964, -0.3399, -0.1502], [-0.4588, -0.2527, 0.4687], [0.0951, -0.0305, 0.1114], [0.1047, 0.0679, -0.0518], [-0.0358, -0.0270, -0.0486], [-0.0446, -0.0328, 0.0001], [-0.0639, -0.0472, -0.0310], [0.0695, 0.0748, -0.0383], [-0.1623, 0.1654, 0.1171], [0.0774, 0.1230, 0.1882], [-0.0735, -0.0165, -0.1020], [0.0456, -0.0103, 0.0739], [0.0922, -0.1007, 0.0208], [0.0214, -0.2234, -0.0385], [0.0256, -0.0819, -0.0470], [0.0007, 0.0065, -0.0142], [0.0084, 0.0248, -0.0130], [0.0218, 0.0256, -0.0321], [-0.1587, -0.0890, 0.1259], [-0.0762, 0.0790, 0.0229], [0.0121, 0.0099, 0.0143], [0.0365, -0.0190, 0.0158], [0.0348, -0.0164, 0.0005], [-0.0301, -0.0104, -0.0470], [0.2023, 0.1651, 0.2134], [0.0351, 0.0046, -0.0269], [-0.0274, 0.0587, -0.0387], [0.0048, -0.0029, -0.0078], [-0.0307, 0.0262, -0.0277], [-0.1019, -0.0275, 0.0764], [0.0111, -0.0136, -0.0213], [0.0288, -0.0283, -0.0304], [0.0210, 0.0133, -0.0217], [-0.0223, 0.0722, 0.0304], [0.0315, 0.0954, 0.1393], [-0.0414, -0.0010, 0.0621], [-0.0135, -0.0397, -0.0013], [-0.0235, -0.0284, -0.0586], [0.0550, 0.0143, -0.0759], [0.0053, -0.1618, -0.1002], [0.0595, 0.0099, 0.0567], [0.0424, -0.0145, 0.0341], [0.0270, -0.0585, -0.0019], [0.0015, -0.0455, -0.0255], [-0.1333, -0.3741, -0.2984], [-0.4221, 0.2835, -0.2887], [0.1244, -0.3332, 0.6410], [0.4136, 0.8114, 0.0250], [0.0028, -0.1468, 0.1118], [-0.4163, 0.7027, -0.1982], [-0.0695, -0.0191, 0.0239], [-0.0209, -0.0486, 0.0770]]
}

[2]
{
  "formula": "C36H30NP2PbS2Se",
  "method": "the ωB97M-V functional and the def2-TZVPD basis",
  "total_energy_ev": -150154.572,
  "homo_lumo_gap_ev": 6.340,
  "homo_energy_ev": -3.97,
  "total_charge": -1,
  "species": ["Pb", "S", "C", "C", "C", "C", "C", "C", "S", "H", "H", "H", "H", "Se", "C", "C", "C", "N", "C", "C", "H", "H", "H", "H", "C", "P", "C", "C", "C", "C", "C", "C", "C", "C", "C", "C", "C", "C", "P", "C", "C", "C", "C", "C", "C", "C", "C", "C", "C", "C", "C", "H", "H", "H", "H", "H", "H", "H", "H", "H", "H", "H", "H", "H", "H", "H", "H", "H", "H", "H", "H", "H", "H"],
  "xyz": [[-0.79296, 1.01411, 1.45190], [-1.51884, 0.59506, -0.98367], [-3.15785, -0.03181, -0.77795], [-3.91120, -0.13910, -1.94511], [-5.22816, -0.54864, -1.91691], [-5.82344, -0.84712, -0.70160], [-5.08080, -0.77258, 0.45855], [-3.74164, -0.38296, 0.44646], [-2.91192, -0.38558, 2.00314], [-3.43834, 0.13410, -2.87657], [-5.79353, -0.62374, -2.83407], [-6.86688, -1.12944, -0.65903], [-5.53819, -1.00514, 1.40947], [1.84795, -0.05682, 1.78537], [2.09650, -0.06227, 3.69036], [2.07779, -1.23467, 4.43938], [2.35432, -1.14993, 5.79124], [2.64497, -0.02112, 6.42290], [2.66644, 1.09036, 5.69927], [2.40539, 1.12779, 4.34441], [1.85216, -2.18248, 3.97067], [2.34239, -2.03885, 6.41297], [2.90719, 1.99883, 6.24151], [2.44707, 2.05641, 3.78947], [3.91273, 0.72887, -1.85364], [2.19625, 0.36582, -1.21536], [1.97810, -1.35551, -1.75992], [2.95438, -2.29236, -1.42304], [2.79498, -3.62384, -1.76025], [1.64719, -4.04182, -2.41512], [0.63724, -3.12957, -2.67668], [0.79265, -1.79680, -2.34128], [1.28654, 1.38058, -2.43141], [0.86611, 2.62444, -1.97155], [0.16395, 3.48047, -2.79625], [-0.10970, 3.10328, -4.09889], [0.31341, 1.87119, -4.56840], [1.00930, 1.00996, -3.73967], [4.10353, 0.42974, -3.68067], [5.62354, 1.41426, -3.95485], [6.75251, 0.90463, -4.58752], [7.82641, 1.72621, -4.87510], [7.78074, 3.07517, -4.56591], [6.64700, 3.59834, -3.96531], [5.57661, 2.77743, -3.67062], [4.81406, -1.25831, -3.64401], [5.95490, -1.57673, -2.91428], [6.46051, -2.86122, -2.94243], [5.83021, -3.84180, -3.69285], [4.69206, -3.53355, -4.41749], [4.19019, -2.24435, -4.39758], [4.64651, 0.17177, -1.26532], [4.07638, 1.79420, -1.66519], [3.84096, -1.97050, -0.89375], [3.56257, -4.34020, -1.49589], [1.53710, -5.07828, -2.70855], [-0.28867, -3.45706, -3.12995], [-0.01527, -1.10242, -2.52101], [1.08132, 2.90544, -0.94909], [-0.18236, 4.43407, -2.41953], [-0.66911, 3.76619, -4.74397], [0.09498, 1.57380, -5.58500], [1.32096, 0.04040, -4.09947], [6.78898, -0.14208, -4.85402], [8.70569, 1.30825, -5.34443], [8.61856, 3.71706, -4.79870], [6.59675, 4.65175, -3.72838], [4.68379, 3.19726, -3.22685], [6.45283, -0.81091, -2.33388], [7.35063, -3.09929, -2.37702], [6.23185, -4.84508, -3.71310], [4.19457, -4.29898, -4.99583], [3.29992, -1.99759, -4.95923]],
  "forces_ev_per_angstrom": [[-0.0419, 0.7076, 0.3453], [-0.0706, -0.0637, -0.0531], [0.2197, 0.0865, 0.0747], [-0.0431, -0.0220, -0.0020], [-0.0968, -0.0082, -0.0985], [-0.1390, -0.0534, -0.0220], [-0.0889, -0.0301, -0.0215], [0.0970, -0.0717, 0.1696], [0.0429, -0.1242, 0.0404], [0.0192, 0.0001, -0.1450], [-0.0537, 0.0313, -0.1120], [-0.0452, -0.0602, 0.0122], [-0.0200, -0.0474, 0.0751], [0.4082, -0.2983, 0.4029], [-0.1889, -0.0592, -0.5439], [-0.0344, 0.1727, 0.1054], [-0.0427, -0.3033, 0.0044], [0.1032, 0.0587, 0.4979], [0.0169, 0.1933, 0.0305], [-0.0760, -0.0611, 0.0114], [-0.0168, -0.0104, 0.0042], [-0.0053, -0.0942, -0.0243], [0.0138, 0.0704, -0.0196], [-0.0054, -0.0123, 0.0281], [-0.2733, -0.0478, -0.0719], [0.0897, 0.2688, -0.3317], [-0.0851, 0.0362, -0.0072], [-0.1446, 0.0280, 0.0429], [0.0422, -0.0704, 0.2153], [-0.0122, -0.0915, -0.0216], [-0.0572, -0.1647, -0.0657], [0.0685, 0.0034, -0.0849], [0.0652, -0.1716, 0.1398], [0.1197, -0.1046, 0.0305], [-0.0098, 0.2493, -0.0701], [-0.1134, 0.1184, -0.0380], [-0.0377, -0.1154, -0.1464], [-0.2266, 0.0598, -0.0786], [0.3977, -0.1311, 0.3811], [-0.1268, -0.0156, -0.2486], [-0.0727, -0.0176, 0.0302], [0.1790, 0.0712, -0.0924], [0.0830, 0.0174, -0.0049], [0.0646, 0.1649, 0.0177], [-0.0243, -0.0856, 0.0283], [-0.0375, 0.1616, -0.2321], [-0.0843, -0.0790, 0.0091], [0.1374, -0.0225, 0.1530], [-0.0289, -0.1031, -0.0847], [0.0811, -0.1536, -0.0920], [0.1242, 0.1516, -0.0400], [0.0101, 0.0870, -0.0549], [-0.0315, -0.1141, 0.0534], [0.0693, -0.0486, 0.0213], [0.0367, 0.0074, -0.0470], [-0.0445, -0.0344, 0.0591], [-0.0344, -0.0290, -0.0549], [-0.0219, 0.0213, 0.0025], [-0.0335, 0.0244, 0.1309], [-0.0028, 0.0211, 0.0001], [-0.0381, 0.0382, -0.0644], [-0.0277, 0.0008, -0.0713], [-0.0554, 0.0513, -0.0654], [0.0651, -0.0183, -0.0137], [0.0713, -0.0175, -0.0724], [0.0606, 0.0330, 0.0019], [-0.0082, 0.0797, 0.0051], [-0.0518, 0.0897, 0.0450], [0.0365, 0.0153, 0.0436], [0.0639, -0.0404, 0.0445], [0.0098, -0.0821, 0.0077], [-0.0475, -0.0518, -0.0334], [-0.0959, 0.0095, -0.0349]]
}